*A*
This record from the OMol25 dataset describes a single C5H11NO4 molecule. The level of theory is ωB97M-V with the def2-TZVPD basis set.

Atoms and positions in Å:
O -0.45104 -0.33592 -0.67172
O -2.91873 1.42324 -0.40195
O -3.31378 -0.29541 -1.61333
O -1.96808 -1.90239 -0.01071
N -2.72794 0.28620 -0.73442
C 1.68728 0.49073 -1.06622
C 0.76736 0.15358 0.04354
C -1.61549 -0.56016 0.03558
C 0.48693 1.31654 0.92798
C 1.35533 -0.99188 0.85009
H 2.16440 -0.36682 -1.60992
H 1.10046 1.04441 -1.83645
H 0.95787 -1.04280 1.89063
H 1.52083 1.74721 1.04807
H -1.39190 -0.33080 1.11547
H -1.98641 -2.29035 -0.83260
H 2.31888 -0.57030 1.26044
H 2.65492 0.97251 -0.66712
H -0.13846 0.98625 1.79443
H 1.33732 -1.89633 0.21166
H 0.16025 2.16250 0.26655

Charge: 0
Structure (SMILES): CC(C)(C)O[C@H](O)[N+](=O)[O-]
Kohn-Sham gap (Ha): 0.4110
HOMO energy (eV): -10.62

Atom charges from the natural (NBO) analysis, given in e for atoms 1 to 4: atom 1 (O): -0.562, atom 2 (O): -0.365, atom 3 (O): -0.372, atom 4 (O): -0.699

---

*B*
This record from the OMol25 dataset describes 2 unconnected molecules or ions with the total composition C5H11NO4. The level of theory is ωB97M-V with the def2-TZVPD basis set.

Atoms and positions in Å:
O -1.00715 0.18420 1.55967
O 1.09900 -1.39187 -1.35101
O 1.54279 0.54389 1.67182
O -1.38523 0.41488 -0.67929
N 2.44183 0.89002 -0.40763
C 1.03838 -1.02634 -0.01138
C -1.20177 -0.33453 0.44963
C 1.72259 0.07716 0.43380
C -1.09741 1.80949 -0.57094
C -1.86708 -1.67757 0.28178
H 0.70532 -0.67338 -1.86750
H -1.52641 2.27642 -1.45256
H 0.83643 -1.83459 0.67529
H -1.71774 -2.27977 1.17306
H 2.93190 0.43860 -1.16361
H 0.56107 0.41513 1.89815
H -1.54126 2.23299 0.33297
H -2.93350 -1.52076 0.11275
H 2.87937 1.68540 0.03514
H -0.01863 1.96981 -0.53514
H -1.46252 -2.19916 -0.58501

Charge: 0
Structure (SMILES): N/C(O)=C\O.COC(C)=O
Kohn-Sham gap (Ha): 0.3109
HOMO energy (eV): -7.68

Atom charges from the natural (NBO) analysis, given in e for atoms 1 to 4: atom 1 (O): -0.704, atom 2 (O): -0.715, atom 3 (O): -0.699, atom 4 (O): -0.539

---

Stability summary: most stable *B*, least stable *A*.

---

*A*
This record from the OMol25 dataset describes 2 unconnected molecules or ions with the total composition C5H9FN2. The level of theory is ωB97M-V with the def2-TZVPD basis set.

Atoms and positions in Å:
F -1.61371 1.82998 1.50726
N -0.00514 -1.05854 -1.45048
N 0.78242 -1.42159 -2.48050
C -1.23138 0.92860 -0.70178
C -0.85203 1.01474 0.54486
C -0.58706 0.09844 -1.79077
C 0.27079 -0.56983 2.36154
C 0.35904 0.53764 1.21501
H 1.59462 -2.20013 -2.07085
H -2.16974 1.29524 -0.97094
H 0.09770 -1.66228 1.94551
H -0.51109 -0.23404 3.08735
H 1.04388 0.19424 0.48361
H -0.27176 1.06779 -3.00480
H 1.27566 -0.72593 -3.32054
H 1.27174 -0.68343 2.87954
H 0.54606 1.58909 1.76599

Charge: 0
Kohn-Sham gap (Ha): 0.3290
HOMO energy (eV): -8.48

Atom charges from the natural (NBO) analysis, given in e for atoms 1 to 4: atom 1 (F): -0.386, atom 2 (N): -0.222, atom 3 (N): -0.661, atom 4 (C): -0.374

---

*B*
This record from the OMol25 dataset describes a single C5H9FN2 molecule. The level of theory is ωB97M-V with the def2-TZVPD basis set.

Atoms and positions in Å:
F 1.42867 -1.65156 -0.25978
N -2.39989 -0.70882 -0.24549
N 0.43989 1.72003 -0.12889
C 1.41952 0.71506 -0.52666
C -1.11485 -0.13898 -0.26665
C -0.17754 -0.27185 0.88584
C -0.74874 1.14520 0.49125
C 1.17910 -0.53030 0.49635
H -2.23406 -1.71584 -0.57932
H -0.58238 -0.11995 -1.26711
H 0.15241 2.30224 -0.98476
H 1.70124 -0.40975 1.46475
H -0.43957 -0.74975 1.75228
H -3.07029 -0.26010 -0.96061
H 2.37658 1.48524 -0.48448
H 1.19744 0.05710 -1.50288
H -1.58441 1.68163 1.04007

Charge: 0
Structure (SMILES): N[C@H]1[C@@H]2NC[C@H](F)[C@H]12
Kohn-Sham gap (Ha): 0.3448
HOMO energy (eV): -8.46

Atom charges from the natural (NBO) analysis, given in e for atoms 1 to 4: atom 1 (F): -0.352, atom 2 (N): -0.826, atom 3 (N): -0.644, atom 4 (C): -0.276

---

Stability summary: most stable *B*, least stable *A*.